# 1
Below is C46H48HoN3Sb as an isolated structure in a non-equilibrium geometry, with properties calculated with ωB97M-V/def2-TZVPD.

Results
**Kohn-Sham gap (spin up / spin down)**: 0.095 / 0.154 Eh
**<S²>**: 6.0933
**Spin multiplicity**: 5
**F_max**: 0.047 Eh/bohr
**Total charge**: -1

Structure (XYZ):
```
99
C46H48HoN3Sb | the OMol25 dataset | ωB97M-V/def2-TZVPD
Ho -0.43 -0.39 0.28
N -1.06 -2.04 1.78
N -0.28 -2.36 -1.55
C 1.23 1.54 -0.50
C 2.04 0.40 -0.22
C 1.88 0.07 1.16
C 2.58 -1.04 1.86
H 3.19 -1.63 1.17
H 1.89 -1.73 2.37
H 3.26 -0.64 2.63
C 1.01 1.04 1.76
C 0.66 1.05 3.20
H 1.18 1.85 3.74
H 0.95 0.10 3.67
H -0.41 1.20 3.36
C 0.59 1.94 0.71
C -0.30 3.12 0.78
H -1.21 2.94 1.37
H -0.63 3.41 -0.23
H 0.22 3.99 1.21
C 3.09 -0.17 -1.09
H 4.05 -0.24 -0.54
H 3.27 0.47 -1.97
H 2.84 -1.18 -1.44
C 1.21 2.31 -1.77
H 0.19 2.38 -2.18
H 1.85 1.84 -2.53
H 1.57 3.34 -1.63
C -1.79 -2.36 2.88
H -1.81 -1.60 3.67
C -2.47 -3.57 2.98
H -3.06 -3.78 3.87
C -2.37 -4.49 1.93
H -2.96 -5.41 1.94
C -1.49 -4.25 0.89
H -1.29 -4.97 0.10
C -0.84 -3.00 0.81
C 0.14 -2.73 -0.26
H 1.04 -3.36 -0.24
C -0.68 -1.06 -1.87
C -0.22 -3.14 -2.72
H -0.03 -4.19 -2.69
C -0.42 -2.31 -3.75
H -0.40 -2.47 -4.80
N -0.63 -1.03 -3.23
C -0.53 0.15 -4.03
C 0.66 0.43 -4.72
C 0.73 1.58 -5.52
H 1.65 1.79 -6.07
C -0.35 2.45 -5.65
C -0.25 3.64 -6.55
H -0.26 4.59 -5.99
H -1.09 3.67 -7.26
H 0.68 3.61 -7.13
C -1.50 2.18 -4.92
H -2.36 2.85 -5.00
C -1.61 1.04 -4.11
C -2.88 0.77 -3.38
H -3.32 -0.21 -3.64
H -3.61 1.54 -3.66
H -2.75 0.80 -2.28
C 1.86 -0.46 -4.58
H 1.84 -1.30 -5.28
H 1.94 -0.85 -3.56
H 2.77 0.12 -4.78
C -6.66 5.00 3.86
C -6.95 3.68 4.24
C -6.23 2.61 3.67
C -5.18 2.91 2.80
C -5.03 4.19 2.25
C -5.75 5.25 2.82
Sb -3.37 1.65 2.75
C -2.44 2.79 4.40
C -1.31 3.59 4.18
C -0.78 4.37 5.21
C -1.41 4.41 6.46
C -2.57 3.65 6.67
C -3.08 2.84 5.64
C -4.16 -0.09 3.78
C -3.95 -0.45 5.12
C -4.74 -1.46 5.69
C -5.68 -2.15 4.92
C -5.79 -1.87 3.55
C -5.02 -0.86 2.98
H -7.16 5.83 4.36
H -7.72 3.47 4.98
H -6.46 1.58 3.95
H -4.32 4.38 1.44
H -5.59 6.27 2.46
H -0.83 3.61 3.21
H 0.11 4.96 5.03
H -1.01 5.03 7.26
H -3.08 3.67 7.63
H -3.99 2.27 5.82
H -3.19 0.05 5.73
H -4.62 -1.71 6.75
H -6.32 -2.91 5.37
H -6.48 -2.44 2.92
H -5.09 -0.66 1.91
```

# 2
Below is C46H48I2N2O7 as an isolated structure in a non-equilibrium geometry, with properties calculated with ωB97M-V/def2-TZVPD.

Results
**Kohn-Sham gap**: 0.295 Eh
**F_max**: 0.025 Eh/bohr
**Energy relative to the best compared isomer or geometry (same formula, charge and spin)**: 0.0 kcal per mole

Structure (XYZ):
```
105
C46H48I2N2O7 | the OMol25 dataset | ωB97M-V/def2-TZVPD
C -2.69 -1.82 -8.48
C -2.90 -0.30 -8.45
C -1.60 0.49 -8.17
C -1.63 1.35 -6.90
C -0.98 0.65 -5.70
C -1.15 1.40 -4.37
C -1.81 0.64 -3.21
C -1.15 -0.72 -2.97
C 0.38 -0.76 -3.01
C 1.13 0.08 -1.98
C 0.81 -0.18 -0.52
N 1.45 0.86 0.29
N -1.65 1.46 -1.97
C -2.85 1.61 -1.29
O -2.94 2.21 -0.24
C -4.02 1.03 -2.06
C -5.01 0.14 -1.32
I -6.99 0.79 -1.61
C -4.73 -0.90 -0.52
C -3.35 -1.40 -0.23
I -6.20 -1.99 0.47
C -3.37 0.57 -3.40
C -3.95 -0.66 -4.07
O -5.31 -0.46 -4.45
O -5.30 0.29 -5.67
H -3.58 -2.32 -8.86
H -2.51 -2.21 -7.47
H -1.86 -2.10 -9.12
H -3.64 -0.06 -7.69
H -3.32 0.01 -9.41
H -0.78 -0.23 -8.06
H -1.34 1.11 -9.03
H -1.10 2.29 -7.08
H -2.67 1.61 -6.65
H 0.09 0.55 -5.93
H -1.37 -0.37 -5.64
H -1.72 2.32 -4.55
H -0.16 1.73 -4.02
H -1.52 -1.45 -3.71
H -1.47 -1.10 -2.01
H 0.67 -1.81 -2.88
H 0.74 -0.48 -4.00
H 2.21 -0.09 -2.11
H 0.95 1.15 -2.18
H 1.23 -1.14 -0.22
H -0.28 -0.22 -0.36
H 1.07 1.76 0.02
H 1.29 0.72 1.27
H -1.25 2.37 -2.14
H -4.61 1.91 -2.29
H -3.32 -1.96 0.71
H -2.64 -0.57 -0.11
H -3.01 -2.07 -1.02
H -3.57 1.39 -4.09
H -3.99 -1.53 -3.41
H -3.37 -0.90 -4.96
H -5.69 1.14 -5.39
C -0.28 -2.47 8.99
C -1.51 -3.12 9.12
C -2.49 -2.96 8.16
C -2.26 -2.14 7.06
C -1.04 -1.48 6.94
C -0.05 -1.65 7.90
C -0.77 -0.58 5.78
O 0.30 -0.03 5.66
C -1.86 -0.38 4.78
C -1.66 0.50 3.72
C -2.66 0.68 2.77
C -3.85 -0.03 2.88
C -4.06 -0.90 3.93
C -3.07 -1.08 4.89
C -3.33 -2.00 6.03
O -4.37 -2.62 6.12
H 0.48 -2.60 9.74
H -1.69 -3.76 9.98
H -3.44 -3.47 8.25
H 0.89 -1.14 7.78
H -0.73 1.04 3.66
H -2.51 1.37 1.95
H -4.62 0.08 2.13
H -4.98 -1.46 4.02
C 3.71 0.70 4.82
C 3.39 0.06 3.63
C 4.33 -0.05 2.61
C 5.59 0.49 2.78
C 5.92 1.15 3.98
C 4.97 1.24 4.99
C 7.26 1.77 4.18
O 7.54 2.32 5.22
C 8.24 1.68 3.06
C 9.48 2.28 3.20
C 10.41 2.20 2.18
C 10.10 1.52 1.01
C 8.86 0.92 0.86
C 7.93 1.00 1.88
C 6.59 0.36 1.69
O 6.33 -0.25 0.67
H 2.97 0.78 5.60
H 2.40 -0.35 3.49
H 4.08 -0.54 1.68
H 5.24 1.75 5.91
H 9.70 2.81 4.12
H 11.38 2.68 2.29
H 10.83 1.46 0.21
H 8.61 0.38 -0.05
```